{
  "formula": "C29H29N2O3SSe2Sn",
  "method": "ωB97M-V with the def2-TZVPD basis set",
  "homo_ha": [-0.4012, -0.4012],
  "lumo_energy_ha": [-0.18297, -0.19433],
  "total_energy_ev": -187019.4992,
  "total_charge": 1,
  "fmax_ev_per_a": 1.70,
  "gap_ev": [5.938, 5.629],
  "elements": ["Sn", "Se", "Se", "C", "C", "C", "C", "C", "N", "C", "C", "C", "C", "C", "N", "H", "H", "H", "H", "H", "H", "H", "H", "O", "C", "O", "C", "C", "C", "C", "C", "C", "S", "H", "H", "H", "H", "C", "C", "C", "C", "C", "C", "C", "C", "C", "C", "C", "C", "O", "H", "H", "H", "H", "H", "H", "H", "H", "H", "H", "H", "H", "H", "H", "H", "H", "H"],
  "positions_angstrom": [[0.109, 0.072, -1.518], [2.114, 3.152, -3.498], [3.639, 2.584, -1.874], [4.124, 0.742, -2.234], [5.480, 0.444, -2.158], [5.880, -0.874, -2.295], [4.917, -1.842, -2.543], [3.597, -1.441, -2.642], [3.201, -0.178, -2.470], [0.559, 3.670, -2.448], [0.201, 5.009, -2.410], [-0.961, 5.364, -1.740], [-1.733, 4.374, -1.155], [-1.295, 3.065, -1.244], [-0.167, 2.720, -1.868], [6.196, 1.238, -1.996], [6.925, -1.141, -2.218], [5.179, -2.885, -2.645], [2.815, -2.169, -2.839], [0.821, 5.752, -2.890], [-1.266, 6.400, -1.682], [-2.662, 4.607, -0.655], [-1.878, 2.249, -0.829], [-4.098, -0.254, -1.877], [-3.071, -0.899, -1.916], [-1.893, -0.446, -2.183], [-3.142, -2.400, -1.642], [-4.381, -2.993, -1.802], [-4.550, -4.367, -1.665], [-3.460, -5.175, -1.351], [-2.225, -4.606, -1.150], [-2.037, -3.207, -1.271], [-0.460, -2.668, -0.856], [-5.215, -2.348, -2.041], [-5.530, -4.802, -1.814], [-3.580, -6.245, -1.251], [-1.377, -5.223, -0.886], [2.886, 0.967, 1.285], [2.522, -0.320, 2.033], [2.474, -1.525, 1.086], [1.241, -0.173, 2.821], [1.290, -0.290, 4.185], [0.142, -0.164, 4.972], [-1.094, 0.073, 4.373], [-1.228, 0.215, 3.013], [-2.598, 0.536, 2.471], [-2.663, 2.042, 2.156], [-3.021, -0.315, 1.275], [-0.035, 0.111, 2.175], [-0.076, 0.278, 0.922], [3.864, 0.854, 0.814], [2.935, 1.811, 1.975], [2.153, 1.195, 0.514], [3.319, -0.507, 2.757], [1.699, -1.398, 0.331], [2.263, -2.441, 1.640], [3.435, -1.640, 0.583], [2.238, -0.485, 4.670], [0.211, -0.247, 6.048], [-1.974, 0.154, 4.998], [-3.316, 0.337, 3.270], [-1.794, 2.353, 1.575], [-2.679, 2.621, 3.080], [-3.571, 2.263, 1.593], [-2.397, -0.108, 0.415], [-4.054, -0.098, 1.008], [-2.947, -1.377, 1.519]],
  "atomic_forces_ev_per_a": [[-0.688, -0.294, -0.237], [-0.359, 0.065, -0.317], [0.309, -0.004, 0.350], [-0.202, -0.206, -0.106], [0.059, 0.223, 0.065], [-0.103, -0.049, 0.015], [0.113, -0.012, 0.043], [-0.120, 0.072, 0.102], [-0.246, 0.088, 0.020], [0.328, -0.253, -0.072], [0.062, -0.004, 0.014], [-0.075, -0.035, -0.003], [-0.008, 0.042, -0.018], [-0.024, -0.005, -0.022], [-0.319, -0.287, 0.159], [0.045, -0.028, -0.005], [0.012, 0.017, -0.015], [0.010, 0.003, -0.066], [0.035, 0.059, -0.016], [0.025, -0.023, 0.004], [0.016, 0.015, -0.035], [0.012, -0.022, 0.035], [-0.059, 0.048, 0.043], [0.364, 0.015, -0.067], [-0.670, -0.472, 0.470], [1.295, 1.093, -0.060], [-0.133, 0.321, -0.178], [0.114, 0.129, 0.035], [0.076, 0.007, 0.020], [-0.034, -0.121, 0.027], [-0.098, -0.124, 0.013], [0.495, 0.078, 0.063], [-0.232, -0.352, 0.069], [-0.006, -0.011, -0.055], [0.005, -0.028, 0.008], [-0.023, 0.003, -0.017], [0.019, 0.044, 0.028], [-0.001, -0.104, 0.154], [-0.129, 0.061, -0.340], [0.083, 0.046, 0.173], [0.372, -0.061, 0.186], [0.034, -0.026, 0.011], [0.001, 0.010, -0.044], [-0.051, 0.010, -0.079], [-0.243, -0.091, 0.222], [0.061, 0.207, -0.329], [-0.073, -0.152, 0.073], [0.023, -0.070, 0.207], [0.083, -0.002, -0.015], [-0.311, 0.076, -0.067], [-0.009, 0.004, -0.020], [0.007, 0.055, -0.047], [0.055, 0.058, -0.026], [-0.078, -0.025, 0.055], [0.069, -0.038, 0.001], [-0.019, -0.042, -0.062], [-0.017, -0.004, -0.037], [0.025, 0.003, -0.036], [0.011, -0.029, 0.002], [-0.014, 0.007, -0.014], [0.088, -0.002, 0.065], [-0.021, 0.034, -0.073], [0.043, 0.055, -0.036], [0.013, 0.047, -0.007], [0.012, -0.005, -0.112], [-0.014, 0.008, -0.021], [0.008, -0.023, -0.080]]
}